54
Properties=species:S:1:pos:R:3 method="wB97M-V/def2-TZVPD" smiles="O=S(=O)(O)CCCPS(=O)(=O)F.COC[C@@H](C)N.COC[C@@H](C)N" charge=0 homo_lumo_gap_ev=8.91 e_lumo_ha=-0.004 spin_multiplicity=1 e_homo_ev=-9.0
S 0.3063 4.6277 -1.3994
H -4.2830 -4.7178 1.6454
O 4.5965 1.4778 -0.4033
H -2.4350 -4.2754 -1.4604
H 2.3097 5.3064 1.6812
C -0.3340 0.7601 0.8470
H -0.5304 1.8127 1.0573
O 1.4427 5.3427 -2.2672
H 2.5550 3.0871 -0.0370
C 3.1584 3.9472 0.2419
H 2.6233 6.0872 0.1565
H 2.9837 0.8667 1.0182
H -4.8720 -1.6506 0.2441
H -3.0018 -6.4551 0.3789
H 1.5314 6.2775 -2.0353
P 4.3332 4.3250 -1.1373
H -4.5105 -6.7463 -1.4341
C 1.3450 -0.7634 -0.3558
O -3.5346 -3.1437 0.5320
H -0.4823 0.2147 1.7797
C -3.3061 -5.5311 -0.1244
F 6.5079 2.8097 0.1818
H -2.5272 -4.5120 1.5879
C 0.7838 4.9359 0.2960
C -3.4383 -4.4800 0.9845
H 0.1741 5.7792 0.6186
H 3.7321 3.6446 1.1147
H -0.1712 -1.9393 1.8334
H -0.5114 -2.4008 0.1514
C 1.0872 0.5858 0.3229
H 0.5689 -0.9694 -1.1047
O 0.4711 3.2384 -1.6816
H 2.3047 -0.7052 -0.8739
H -5.6041 -3.2022 0.7047
O 1.4612 -1.8586 0.5350
H -1.3584 -5.1525 -0.6331
H 5.2436 5.0496 -0.3317
H -4.9961 -2.9538 -0.9476
C -4.6047 -5.8187 -0.8709
O 6.2146 2.2466 -2.1333
H -1.0725 0.4112 0.1239
S 5.4522 2.4787 -0.9553
N 2.0425 0.8620 1.4032
N -2.2605 -5.2071 -1.0950
C -4.8176 -2.7300 0.1069
H 0.4358 4.0419 0.8181
H 1.2398 1.3337 -0.4619
C 2.2627 5.1546 0.6026
H 2.0210 0.0639 2.0327
H -5.4478 -5.9149 -0.1843
H 0.4382 -3.4746 1.2033
O -0.9327 5.2950 -1.6388
C 0.2389 -2.4330 0.9484
H -4.8331 -5.0279 -1.5859

***

52
Properties=species:S:1:pos:R:3 method="wB97M-V/def2-TZVPD" charge=+1 homo_lumo_gap_ev="7.84 / 6.05" e_lumo_ha="-0.113 / -0.187" spin_multiplicity=5 e_homo_ev="-10.9 / -11.1"
H 0.1012 -2.7998 0.8293
H -0.2820 0.4506 -3.2123
C 1.6610 -3.5051 -1.4339
H 1.8629 -2.3174 -4.0539
H 1.1363 0.5177 -4.2652
S 0.7508 3.5505 1.3165
H 1.8456 -2.9992 1.0950
H -2.8122 -1.3207 2.1383
H 2.7324 -3.7116 -1.4485
C 0.9611 -1.0953 -1.4006
O 0.2171 -0.2935 -0.7633
C -3.7858 0.1698 0.0491
C -4.7863 1.5198 1.9012
H 3.4873 -0.3540 -0.3228
S -1.0438 2.8696 -1.2353
C 1.0855 -2.3582 0.6502
H -2.9481 -0.4519 -0.2807
H 2.8005 -0.8306 -4.1329
H -0.8377 0.4257 2.4503
H -4.8201 2.3942 1.2517
H 1.1713 -4.3036 -0.8779
N 1.3599 -2.2354 -0.7782
H -3.4228 -0.3134 3.4657
C 3.6661 0.1713 0.6146
H -5.7344 0.9902 1.8174
H 3.0946 -1.9570 -2.8201
S -2.6826 4.7957 1.5691
H -4.7005 -0.4099 -0.0790
Ru 0.4314 1.7545 0.0270
H 5.0229 1.5998 -0.2614
H 5.1747 1.4442 1.4984
N -1.1831 0.7134 1.5385
C 4.9945 0.8969 0.5710
H -4.5465 -1.1482 2.3879
H 1.1247 -1.3841 1.1262
H 1.1667 1.3046 -2.6804
H 5.8031 0.1772 0.4466
C 2.3214 -1.5306 -3.4536
O 2.5650 1.0843 0.7823
H -1.3220 -0.1114 0.9647
C -3.6352 0.6073 1.5060
H -4.6775 1.8634 2.9330
H 3.6513 -0.5532 1.4327
H -2.4076 2.0586 2.3993
H 2.7806 1.7006 1.4926
N -2.4066 1.4132 1.6263
C -3.5949 -0.6176 2.4313
H -3.8302 1.0464 -0.5962
C 0.8063 0.4343 -3.2349
H 1.2713 -3.5312 -2.4459
Sb -0.9201 4.9838 0.1283
N 1.3325 -0.8048 -2.6637

***

59
Properties=species:S:1:pos:R:3 method="wB97M-V/def2-TZVPD" charge=-1 homo_lumo_gap_ev="7.63 / 7.76" e_lumo_ha="0.061 / 0.061" spin_multiplicity=3 e_homo_ev="-6.0 / -6.1"
O 0.3028 -0.3917 2.9389
C -3.3386 0.6992 2.5965
H 0.0233 -5.4915 -2.4166
O -0.2162 0.2674 0.0928
H 1.7212 4.5654 5.8363
B -4.2739 3.5714 -0.7386
H 0.2437 -2.9821 1.9731
H 2.1172 -1.4279 -4.1841
H 1.1362 0.1685 -5.5169
H 0.5141 4.5061 3.5778
O 1.9272 3.0808 2.7666
H -1.2298 -3.4058 -1.9966
H -1.3463 -2.3216 2.7181
V -2.6768 2.5978 0.7827
H 1.6024 -1.1545 -1.2331
H 0.8987 1.7365 4.5592
H 2.4480 5.1961 4.4522
C 2.4195 -5.5113 -3.2453
H 3.4627 -5.2356 -3.3860
C 2.1669 4.2276 4.9005
B -0.8754 -2.7671 1.7998
O 1.2560 0.3261 -3.4611
O -2.4061 0.2940 3.3601
H -1.4172 -3.7688 1.6339
C 0.2970 2.6392 4.4782
C 2.1083 -0.8086 -3.2792
O -1.1264 2.0273 -0.8024
H -3.9298 2.4980 -0.6200
H 2.2023 -2.5143 -2.0120
C 0.5748 -4.6509 -1.9726
H -0.2064 3.0439 5.3550
O -0.5345 1.9795 1.2192
H 2.4349 -6.2503 -2.4349
O -3.7989 1.9004 2.6177
H 0.7440 1.7544 -4.8356
H -5.0798 3.6432 -1.5605
H -0.5140 2.4997 3.7548
C -0.1949 -3.3552 -1.6577
H 2.4200 1.2880 -4.8832
H -0.0921 -3.0319 -0.6272
C 1.4083 0.8953 -4.7482
H 1.9652 -5.9985 -4.1132
H 0.1286 -2.5525 -3.4511
C 1.1925 3.6859 3.8321
H 1.1859 2.8797 2.1627
H -0.9304 -2.0525 0.9442
C 1.5230 -1.6767 -2.1917
Cu -0.6116 -0.0393 -2.2075
H -4.7555 4.0127 0.2137
H 3.0885 -0.4024 -3.0213
H 1.0784 -5.1412 -1.1318
O -3.0815 0.4375 1.3770
O -2.2725 4.0674 1.1891
H 3.1430 3.7904 5.1063
H -3.3755 4.2029 -1.0961
N 0.1785 -2.1775 -2.5080
C -0.2979 1.5605 0.0539
V -0.9277 -0.5258 1.9938
O 1.5965 -4.4073 -2.9536

***

59
Properties=species:S:1:pos:R:3 method="wB97M-V/def2-TZVPD" charge=-1 homo_lumo_gap_ev="6.30 / 6.45" e_lumo_ha="-0.001 / -0.001" spin_multiplicity=3 e_homo_ev="-6.3 / -6.5"
C 12.6630 7.8542 -3.4698
B 9.2588 12.4695 -7.0988
O 8.5889 9.8002 -9.2079
C 10.6120 8.2403 -7.1481
H 9.4880 5.6037 -5.7984
O 11.1797 7.9878 -8.2528
H 8.1454 12.5086 -7.1694
H 9.5350 11.9868 -6.1396
H 12.0350 5.4315 -8.2676
C 11.7691 3.5110 -8.5519
H 15.4537 7.0076 -3.8236
H 11.9558 1.6694 -7.3920
O 8.8776 6.0916 -9.2236
O 9.3876 8.0809 -7.2574
H 9.4934 3.9701 -5.1928
O 13.3476 9.1104 -5.4393
H 8.8350 7.6516 -4.3940
H 13.0014 7.0473 -2.8156
H 7.2407 6.7891 -4.8125
H 15.2465 8.6808 -3.6487
V 9.3360 7.6549 -9.4361
C 8.9575 4.9192 -5.1209
O 7.9716 4.8795 -2.9497
C 15.0658 7.8698 -4.3661
B 10.3007 7.8012 -11.5431
H 9.9865 8.7451 -11.0226
H 8.4478 4.0883 -2.6786
Cu 12.5263 9.8095 -8.7150
H 12.3910 9.1414 -5.6253
C 13.5813 7.9130 -4.6835
C 7.3263 9.4887 -9.2429
H 13.8884 4.0150 -8.1417
H 9.5013 7.0746 -11.2693
H 11.6575 7.5416 -3.7668
O 10.8382 9.4324 -6.6541
O 11.2898 4.8337 -8.3514
H 12.5199 8.7996 -2.9501
O 7.2355 8.3211 -9.7256
C 11.5954 2.6947 -7.2976
H 13.6363 2.6742 -9.2342
C 13.2527 3.6585 -8.9548
H 13.2925 4.3761 -9.7742
H 9.5736 11.8770 -7.9905
H 13.3542 7.1155 -5.4012
O 6.8034 9.8373 -8.1423
H 11.1442 3.0125 -9.2988
O 8.0762 10.0898 -5.5542
H 10.5274 2.6892 -7.0731
C 8.0469 6.9506 -4.1075
H 9.8132 13.4682 -7.1831
H 8.0368 4.7782 -5.6892
H 15.7061 8.1125 -5.2129
H 9.8113 5.8031 -3.3302
H 12.1196 3.1852 -6.4733
V 8.7259 10.3008 -7.0669
H 11.2694 7.5194 -10.9721
H 10.4714 7.9260 -12.6677
C 8.8416 5.6647 -3.8116
H 7.6750 7.4191 -3.1944

***

47
Properties=species:S:1:pos:R:3 method="wB97M-V/def2-TZVPD" charge=+1 homo_lumo_gap_ev=8.60 e_lumo_ha=-0.097 spin_multiplicity=1 e_homo_ev=-11.2
H -0.5102 0.6950 0.2935
C 0.6782 -2.4242 -1.1361
C 0.1296 3.5400 1.1158
H 2.3274 5.3373 -1.7889
C 0.8914 3.8372 -0.1613
H 3.9455 4.8363 -1.2271
H -2.9315 -6.6943 1.0758
H -2.0989 -5.6376 -1.6869
H 1.8674 6.2575 0.4271
H -3.5308 -4.2432 0.6773
Si -2.6915 -2.7318 -1.2013
C -2.1711 -5.4719 -0.6010
H 1.2956 -1.5530 -1.4123
C -0.6833 -2.1266 1.6138
H 0.3732 -2.3830 1.8076
H 1.2532 -3.1194 -0.5046
H 0.4066 4.6566 -0.6909
H 0.4156 -3.0065 -2.0331
H 2.8384 3.6302 -1.9414
H -0.8800 -1.2209 2.2144
C 2.4690 5.4669 0.8707
H 0.9055 2.9554 -0.8024
C -2.5715 -6.8229 0.0451
C -3.2438 -4.3563 -0.3784
Si -0.8883 -1.7700 -0.2490
H -2.2882 -3.0900 -2.5870
H -2.1799 0.3270 -0.3243
O 0.7162 2.4555 1.8193
H 0.0812 4.4147 1.7714
H -3.7968 -1.7486 -1.3424
H -4.1485 -4.7086 -0.9088
H -1.2001 -5.1413 -0.2032
H -1.6738 -7.4611 0.0878
H 4.2102 3.3689 0.4920
H -0.7900 0.3770 -1.4858
C 2.9074 4.5338 -1.3402
H -3.3115 -7.3715 -0.5524
H 2.9117 2.2009 0.1196
H 2.9435 3.0679 1.6894
H -1.3097 -2.9376 2.0079
H 0.1887 2.2994 2.6066
H 3.5167 5.7572 0.9011
C -1.1034 0.1341 -0.4551
N 2.3457 4.2421 0.0213
C 3.1570 3.1281 0.6293
H -0.8954 3.2629 0.8524
H 2.1232 5.2384 1.8747

***

82
Properties=species:S:1:pos:R:3 method="wB97M-V/def2-TZVPD" charge=-1 homo_lumo_gap_ev=6.28 e_lumo_ha=0.060 spin_multiplicity=1 e_homo_ev=-4.7
H -2.8714 -1.0867 2.1930
H -4.6016 -3.8663 -2.9918
O 1.8677 2.5807 -1.9563
N -2.3527 2.3108 1.0973
O -3.4806 -3.3271 5.1554
C -0.2383 2.5221 -0.8005
H -4.7223 -3.6000 7.1844
H 0.6876 -3.4294 -3.8647
O -3.5747 -2.1371 -1.3895
H -0.4384 0.3954 -6.5295
O 0.6166 5.6907 -4.5066
H 1.7110 7.6644 -5.2859
H 0.2656 -1.1093 -5.8709
C 3.6786 -0.0990 -2.9816
H -2.0187 2.3608 2.0466
H -5.7853 -2.5708 -2.6356
O -2.1186 0.4865 -0.8643
O 4.4336 -0.4237 6.0895
H 0.6794 2.5844 -3.9728
O 3.0236 -2.0407 -4.0931
H -3.2891 1.9125 1.0469
O -1.3969 -2.4166 -7.0115
N 2.7019 -0.9171 -3.7453
C 1.3387 2.5466 -0.6929
O 7.7943 2.4579 8.9410
H -6.2374 -3.1959 6.3213
O -5.2302 -3.9532 4.0677
O -4.5944 -3.4427 -0.0146
O -2.1791 -4.2784 -3.5267
H 4.7774 0.2086 3.7970
O 2.5223 4.6712 -4.6051
H 3.2336 7.1457 -4.5013
O -0.3645 2.0728 -2.1367
H 2.8898 6.6674 -6.1909
O -4.6529 0.6385 1.4521
B 0.6678 2.9231 -2.8162
H 0.4018 4.0974 -2.6042
C -5.2616 -3.4372 -2.2424
H -4.1374 -1.9078 1.2314
C -3.9064 -1.4231 2.1764
N -1.3431 -3.4060 -3.3709
H -1.0123 -0.2512 -4.9640
N 3.6676 -0.8398 5.2395
H -0.6930 3.5216 -0.7475
O 1.6467 -0.0396 0.3353
H 4.0636 -1.3356 3.2488
H -1.5642 -0.1639 -1.2967
H 6.3921 0.9469 7.3720
O 2.7245 -1.5633 5.4548
P -1.2156 1.3075 0.2538
N -4.4060 -2.9666 -1.1239
N 1.8035 5.6390 -4.7326
N -1.6755 -1.2857 -6.6555
H 4.5888 -0.6719 -2.8455
H 5.4159 2.3380 7.9285
F 2.2118 1.9469 1.8359
C -0.6268 -0.5025 -5.9485
C -5.3800 -3.8610 6.3635
O -5.5102 -0.1416 3.2627
O 6.7744 1.1800 10.3407
N -4.6313 -3.7005 5.0902
O -1.5539 -2.2195 -3.4321
H 5.1492 0.7161 8.6325
C 0.0536 -3.8240 -3.0752
H 1.6452 3.5040 -0.2332
N -4.7625 -0.2144 2.3085
H 3.1978 0.1254 -2.0396
H 0.0906 -4.9067 -3.0494
S 2.2042 1.3033 0.3492
C 2.4600 6.8837 -5.2173
O 3.6099 1.2485 -0.0611
H -4.1159 -2.0796 3.0092
N 6.8991 1.7024 9.2536
O -2.7474 -0.7516 -6.8308
C 5.8788 1.3985 8.2147
H 3.0211 0.0995 3.4859
H -5.9565 -4.1750 -1.8574
H 0.3232 -3.3980 -2.1129
H 3.8632 0.8111 -3.5442
O 1.6268 -0.4045 -3.9545
H -5.6946 -4.8984 6.4273
C 3.9042 -0.4320 3.8291

***

60
Properties=species:S:1:pos:R:3 method="wB97M-V/def2-TZVPD" charge=+1 homo_lumo_gap_ev="7.89 / 4.62" e_lumo_ha="-0.097 / -0.217" spin_multiplicity=2 e_homo_ev="-10.5 / -10.5"
H -3.8979 -2.4898 -1.9029
C -4.4210 -1.6980 -1.3727
H -0.0567 1.6128 0.8652
H -1.0633 1.6454 -1.9110
H -2.5815 -2.0425 0.4027
H -4.6857 1.8369 1.9919
C -0.1220 3.1098 -0.5410
H -1.1128 4.8676 0.0675
H -1.6720 -0.7032 0.2189
N 5.6099 -3.1682 2.3823
C -4.1200 0.2812 0.1501
H -5.0029 -2.1640 -0.5675
H 2.9138 -1.6279 3.0699
N -2.2731 -1.3522 -0.2783
Cu 2.1028 -2.6099 -0.3662
H -2.0304 4.0218 -1.1374
H -0.0255 -6.3249 2.3241
N 3.5236 0.7285 -1.2399
H -3.1581 2.7119 2.0534
H -4.9577 0.7574 -0.3818
H -0.5750 6.2947 -3.4294
N -0.0218 -5.7606 1.4948
O -3.1809 1.2123 0.6326
H 0.5435 -4.4648 3.6013
C -3.4425 -0.6796 -0.8530
O 0.5148 -3.8151 0.4824
C 0.4268 -4.4813 1.5357
C -1.1775 5.8784 -2.6166
C -3.8591 2.2148 1.3851
H -1.4468 6.7664 -2.0309
N 0.6513 -3.9507 2.7499
O 3.4937 -1.5156 -1.4557
H 2.9431 0.6464 -0.4197
H 5.2524 0.6285 -2.9407
H -0.1636 -6.2161 0.6129
H -3.0134 -0.1067 -1.6811
H 0.6215 1.2580 -1.4863
H 0.2756 2.6010 -2.5658
O -0.3369 5.0447 -1.8575
N -0.5529 2.4851 0.7142
H -5.2054 -1.2033 -1.9498
H 6.1187 -2.9895 3.2249
H -4.2829 2.9517 0.6946
H -4.6298 -0.2750 0.9477
H 3.8257 1.6359 -1.5389
H -2.0429 5.4041 -3.0835
Br 1.1195 -0.6776 1.1191
H 0.9115 3.4574 -0.4648
H -1.5104 2.1391 0.6160
O 3.6342 -3.0451 1.2494
H 4.1901 -2.1518 4.1537
N 3.8597 -1.9300 3.2325
N 4.8092 -0.2670 -2.8614
H 0.8031 -2.9544 2.7487
C 4.3588 -2.6886 2.1982
C 3.9195 -0.4104 -1.8440
H 5.2827 -1.0637 -3.2456
C -1.0029 4.2924 -0.8643
C -0.0842 2.0670 -1.6774
H 6.0041 -3.7241 1.6454

***

60
Properties=species:S:1:pos:R:3 method="wB97M-V/def2-TZVPD" charge=+1 homo_lumo_gap_ev=9.64 e_lumo_ha=-0.078 spin_multiplicity=1 e_homo_ev=-11.8
C -0.4775 3.5306 -0.9017
H 2.8069 -1.2127 1.3765
H 0.5419 1.4796 -2.0647
O 0.7635 -1.0871 -1.1744
H 1.9432 1.6165 3.3740
N 2.9693 1.6881 3.3355
H -0.0723 -3.0309 -3.5367
Sr 0.3059 0.6214 0.7671
H -1.4973 4.5923 1.3090
N -2.1145 0.2121 0.1434
H -2.2050 -2.1934 2.4730
H 0.4695 3.2798 -3.5029
F 0.1135 1.5972 3.0467
N 1.8474 -2.9330 -1.8930
H 1.6357 3.8071 -0.7130
O 0.4065 -1.5262 2.0720
H 1.6837 -4.4658 1.7713
N 2.4500 -2.1597 1.4056
H 0.1394 -4.1411 2.3427
C 1.2056 -2.4459 1.8751
H -3.3529 -3.8296 -2.3623
C -2.2662 -1.1957 0.4955
C 0.7564 -2.1104 -1.8793
H 2.6320 -2.6223 -1.3507
C -1.8068 3.5737 1.0690
H 3.5064 1.8865 4.1567
C 0.9628 3.2407 -1.3592
N 0.9526 -3.7874 1.8669
H -4.3604 -1.6100 -0.2746
N 4.9222 1.2909 2.1774
H 5.3687 1.9853 2.7524
H -2.0114 3.0566 2.0028
H -3.3222 -2.9618 0.0433
H -2.0619 -0.4656 2.5096
O -2.9163 -1.9170 -1.7008
H -1.3492 -1.7291 0.2369
H 5.4756 0.9772 1.4031
N 1.1601 1.7682 -1.3019
H 2.1552 3.4923 -3.1126
H -1.1421 3.0547 -1.6411
O -0.7732 2.9115 0.3507
O 2.8794 0.6902 1.3162
H 1.1576 4.8354 -2.8583
C -3.6565 -2.7928 -2.5274
H -2.2052 0.3149 -0.8662
H -2.7044 3.5805 0.4415
C -3.3164 -1.9344 -0.3513
C 3.5625 1.2450 2.2072
C -2.5628 -1.2867 1.9914
H 2.0909 1.5871 -1.6742
H -1.0594 -1.8993 -2.6034
H 3.0578 -2.9018 1.1137
H -3.4577 -2.5483 -3.5692
H -0.7470 4.5868 -0.8713
H 1.8211 -3.8627 -2.2631
H -2.8461 0.7814 0.5566
H -3.6290 -1.2060 2.2166
H -4.7281 -2.6879 -2.3483
N -0.2426 -2.4860 -2.7165
C 1.1410 3.7470 -2.7812